Record 1
ORCA calculation (the ωB97M-V functional and the def2-TZVPD basis) on a structure of composition C7H8O5Tl in a non-equilibrium geometry.

The geometry in XYZ format:
```
21
Properties=species:S:1:pos:R:3:forces:R:3
Tl -0.04566 0.05670 -0.04271 -0.060 -0.570 -0.149
O -0.00772 3.86484 0.20848 0.049 -3.626 0.652
C 0.00146 2.73593 0.36531 -0.086 3.050 -0.637
C -0.00067 -2.77096 -0.14693 0.017 -2.547 1.816
O 0.01376 -3.81185 0.31171 -0.041 2.839 -1.491
C 2.66388 0.06302 -0.04048 5.281 -0.352 0.517
O 3.81830 -0.00178 0.02602 -5.573 0.342 -0.377
C -2.71214 0.03326 -0.01858 -1.067 -0.085 0.317
O -3.83145 -0.01425 0.02783 1.514 0.075 -0.111
C 0.00019 0.69245 -2.67732 -0.030 1.260 1.136
H -0.93596 1.27473 -2.67214 0.332 -0.327 -0.385
H 0.93385 1.27802 -2.66558 -0.326 -0.326 -0.366
C 0.00248 -0.67972 -2.66081 -0.029 -0.996 0.879
H 0.93711 -1.25863 -2.64079 -0.290 0.268 -0.315
H -0.93088 -1.26144 -2.64520 0.296 0.269 -0.335
C -0.32794 0.19198 3.46095 -0.450 1.595 0.026
O 0.05327 -0.89880 2.60668 0.055 0.447 -2.069
H -1.21010 0.62278 2.98675 -0.210 -0.056 0.375
H 0.43210 0.97267 3.49682 0.216 -0.167 0.003
H -0.57511 -0.06731 4.49139 0.082 -0.732 -0.141
H 1.01460 -0.98614 2.58481 0.320 -0.361 0.655
```
Forces are in eV/Å.

As for the charge: +3. For the HOMO energy (alpha / beta), the calculation gives -22.88 / -22.89 eV. The orbital gap (alpha / beta) comes out at 6.0 / 6.0 eV.

Here are the Mulliken charges for atoms 1 to 2, given in e: 1.20, 0.04

Record 2
ORCA calculation (the ωB97M-V functional and the def2-TZVPD basis) on a cluster of 2 separate species, C7H20N in total in a non-equilibrium geometry.

The geometry in XYZ format:
```
28
Properties=species:S:1:pos:R:3:forces:R:3
C 2.21219 -0.86643 0.33093 -0.779 0.558 -1.208
C 2.28131 0.11531 -0.87044 1.677 0.205 0.654
C 3.67731 0.86906 -0.84088 -0.653 -0.182 -0.849
N 0.85791 -1.51340 0.26737 0.001 1.476 0.091
H 2.94622 -1.68286 0.23606 -0.169 0.416 0.258
H 2.25094 -0.32567 1.28021 0.291 -0.296 -0.124
H 1.46311 0.85334 -0.83730 0.261 -0.331 0.076
H 2.20101 -0.45220 -1.81420 -0.023 0.271 0.392
H 3.87416 1.43427 0.09070 -0.336 -0.274 -0.490
H 4.51511 0.16216 -0.99279 -0.463 0.235 0.139
H 3.68391 1.55911 -1.71754 0.169 -0.297 0.783
H 0.08959 -0.81114 0.25027 0.689 -0.321 0.263
H 0.73714 -2.04487 -0.60412 0.090 -0.829 -0.725
H 0.69308 -2.12950 1.06661 -0.206 -0.814 0.785
C -1.29454 2.05393 -0.20960 -0.599 -0.081 -0.243
C -3.24997 -1.28602 0.73792 0.745 -0.197 -0.373
C -2.06236 -0.32291 0.39596 -1.302 0.233 0.644
C -2.51924 1.15049 0.17308 0.762 -0.908 -0.532
H -0.51701 2.01920 0.57548 -0.289 -0.100 -0.308
H -1.62991 3.10291 -0.27519 0.251 -0.345 -0.119
H -0.82875 1.76662 -1.19907 -0.580 0.200 1.057
H -2.78728 -2.28488 0.87296 -0.484 0.380 0.226
H -4.03608 -1.42054 -0.04321 0.670 0.490 0.439
H -3.70889 -0.94419 1.67725 0.007 -0.298 -0.307
H -1.51952 -0.72250 -0.48692 -0.339 0.392 0.378
H -1.42562 -0.33951 1.30989 -0.019 -0.082 -0.645
H -3.24858 1.06106 -0.66339 0.296 0.659 0.556
H -3.02620 1.51240 1.10087 0.332 -0.161 -0.818
```
Forces are in eV/Å.

Its expectation value of S² is 0.7506. Its spin multiplicity is 2. For the HOMO energy (alpha / beta), the calculation gives -3.25 / -11.29 eV. The orbital gap (alpha / beta) comes out at 4.1 / 12.0 eV.

Here are the Mulliken charges for atoms 1 to 2, given in e: -1.39, -0.15

Record 3
ORCA calculation (the ωB97M-V functional and the def2-TZVPD basis) on an isolated molecule of C22H16FN3O3S in a non-equilibrium geometry.

The geometry in XYZ format:
```
46
Properties=species:S:1:pos:R:3:forces:R:3
O -1.24988 0.96044 -3.52901 -0.066 0.029 -0.171
C -0.21126 0.49094 -3.11275 -0.027 0.041 0.560
N 0.17640 0.42928 -1.80886 0.420 -0.202 -0.167
C -0.46950 0.88955 -0.67303 -0.392 0.167 0.439
C -1.69048 1.56612 -0.71791 -0.022 0.003 -0.191
C -2.28169 2.01906 0.44791 0.156 -0.076 0.186
C -1.67960 1.80193 1.67798 -0.128 0.188 0.061
C -0.47803 1.12128 1.71113 0.295 0.028 0.524
C 0.13175 0.65978 0.56628 0.059 -0.035 -0.284
H 1.07632 0.14393 0.64982 0.153 -0.074 -0.083
S 0.25721 0.71676 3.29401 -0.028 -0.405 -0.447
O 1.62056 0.32986 3.10230 -0.108 -0.173 -0.232
O -0.07910 1.72075 4.24635 -0.347 -0.013 -0.023
N -0.57968 -0.70823 3.67670 0.923 0.608 0.090
C -1.94995 -0.55709 3.92347 -0.704 0.162 0.316
C -2.92021 -0.88469 2.98093 0.057 0.001 0.167
C -4.26195 -0.67498 3.24452 -0.068 -0.084 -0.088
C -4.65640 -0.11964 4.44977 0.069 -0.004 -0.013
C -3.70840 0.19815 5.40742 0.150 0.026 0.017
C -2.37029 -0.03037 5.14476 -0.130 -0.129 0.053
F -1.47272 0.22361 6.10661 -0.131 -0.049 -0.148
H -3.98986 0.61140 6.36295 0.009 0.039 0.108
H -5.70149 0.05626 4.65113 -0.096 0.019 0.028
H -4.99852 -0.93782 2.50108 -0.064 -0.024 -0.068
H -2.61013 -1.30939 2.03657 0.059 0.020 -0.117
H -0.35617 -1.41472 2.99059 0.087 -0.111 -0.059
H -2.11099 2.15775 2.59908 -0.127 0.081 0.079
H -3.22124 2.54691 0.39593 -0.086 0.052 -0.008
H -2.16001 1.73551 -1.67309 -0.007 0.009 -0.006
H 1.08606 -0.01132 -1.68672 -0.196 0.092 -0.056
C 0.82359 -0.11357 -4.01251 0.473 -0.268 -0.346
N 1.90237 -0.59745 -3.44109 -0.444 0.243 0.157
C 2.85894 -1.14377 -4.21217 0.190 -0.156 -0.607
C 4.01884 -1.65915 -3.59471 0.197 -0.105 -0.093
C 5.00759 -2.21872 -4.35345 -0.089 0.068 0.278
C 4.88484 -2.28997 -5.75174 -0.130 0.036 -0.304
C 3.77323 -1.79941 -6.37819 0.206 -0.102 -0.012
C 2.73315 -1.21431 -5.62916 -0.059 0.069 0.432
C 1.56039 -0.68710 -6.20915 -0.130 0.087 0.244
C 0.60288 -0.13501 -5.40367 0.057 -0.040 -0.104
H -0.31323 0.28484 -5.78733 -0.059 0.026 -0.041
H 1.43612 -0.72659 -7.28226 -0.032 0.010 -0.077
H 3.67389 -1.85085 -7.45301 0.015 -0.017 -0.096
H 5.68050 -2.73709 -6.32878 0.042 -0.027 -0.071
H 5.89595 -2.61224 -3.88239 0.056 -0.021 0.066
H 4.09691 -1.59500 -2.52064 -0.002 0.011 0.108
```
Forces are in eV/Å.

For the HOMO energy, the calculation gives -8.81 eV. Its SMILES is O=C(Nc1cccc(S(=O)(=O)Nc2ccccc2F)c1)c1ccc2ccccc2n1. The orbital gap comes out at 8.3 eV.

Here are the Mulliken charges for atoms 1 to 2, given in e: -0.71, 0.11

no.,DFT total energy (Ha)
1,-818.795772
2,-333.316657
3,-1736.036549